1.
# C31H32N10O3S2W

A structure of composition C31H32N10O3S2W (wB97M-V/def2-TZVPD, OMol25).

Computed properties:
Gap between HOMO and LUMO (spin up / spin down)   5.7 / 6.2 eV
Spin multiplicity   3
LUMO (spin up / spin down)   -6.3 / -6.4 eV
Net charge   +2
⟨S²⟩   2.0318
Relative energy (zero: lowest compared OMol25 entry of this formula, charge and spin)   2.276 eV
F_max   2.25 eV/Å

Structure (XYZ):
```
79
Properties=species:S:1:pos:R:3:forces:R:3:lowdin_charge:R:1
W -0.628598 0.058831 -0.514473 0.2 -2.1 0.8 1.4821
C 2.827764 -2.175850 -2.137821 -0.1 -0.2 0.1 0.0113
C 1.489377 -1.765783 -1.614434 0.7 1.5 0.6 -0.2261
N 1.342795 -0.652281 -0.917186 0.4 -1.0 -0.1 -0.1589
N 2.491016 -0.196195 -0.320067 0.6 -0.1 -0.4 0.0041
C 2.539607 0.937203 0.390538 -0.9 0.9 0.1 -0.7844
N 3.702179 1.312163 0.929280 0.1 -0.4 -0.2 0.1427
S 1.144634 1.869213 0.570334 0.3 -0.2 0.1 0.7742
C 0.326668 -2.592452 -1.688216 -1.3 -0.7 -0.3 -0.2193
C 0.361078 -3.879056 -2.238918 0.5 0.7 0.2 0.0286
C -0.721923 -4.714135 -2.120712 -0.7 0.0 0.3 0.0005
C -1.858854 -4.221788 -1.492315 0.5 -0.4 -0.4 0.0062
C -1.853326 -2.926443 -1.029295 -0.2 0.5 0.3 -0.0843
N -0.795570 -2.107637 -1.076947 0.4 -0.5 -0.4 -0.0348
H 3.406489 -1.300910 -2.434120 0.0 0.0 0.0 0.1001
H 2.708522 -2.800524 -3.017768 0.0 0.0 0.0 0.0933
H 3.395612 -2.755399 -1.403501 0.0 0.0 0.0 0.1162
H 3.323447 -0.758501 -0.432110 -0.1 0.0 0.0 0.1467
H 4.500296 0.697126 0.959914 0.1 0.1 0.0 0.1275
H 3.707237 2.119642 1.530200 0.0 0.0 0.0 0.1155
H 1.255634 -4.221913 -2.735009 0.0 0.0 0.0 0.1206
H -0.694648 -5.723332 -2.504922 0.0 0.0 -0.1 0.1307
H -2.744599 -4.829081 -1.386321 -0.1 0.0 0.0 0.1277
H -2.757669 -2.536777 -0.589476 0.1 0.1 0.0 0.1141
C -3.945511 0.368691 -1.734597 -0.1 0.1 0.0 -0.0005
C -3.888062 -0.149847 -0.331416 0.5 -0.2 0.0 -0.2873
C -5.130967 -0.386594 0.279121 -0.2 -0.1 0.2 0.0074
C -5.204159 -1.022039 1.479366 0.0 0.0 -0.2 0.0403
C -4.014219 -1.431002 2.106458 0.2 0.0 -0.2 -0.1422
C -4.052367 -2.169678 3.304838 0.1 -0.1 0.1 -0.0100
C -2.893852 -2.582203 3.900080 -0.2 0.0 0.1 -0.0426
C -1.669102 -2.216437 3.337856 0.1 0.2 -0.3 -0.0859
C -1.601320 -1.488030 2.167350 0.2 0.0 0.0 -0.5606
S -0.009736 -1.038252 1.584964 -0.3 0.2 -0.6 0.7050
C -2.778154 -1.101543 1.483271 -0.2 -0.1 0.3 -0.2328
N -2.719613 -0.461765 0.249315 -1.1 0.3 0.1 -0.0254
H -4.931350 0.786186 -1.928748 0.0 -0.1 0.0 0.0997
H -3.790106 -0.461245 -2.428940 0.0 0.0 0.0 0.0999
H -3.220445 1.144187 -1.936243 0.0 0.0 0.0 0.0475
H -6.028606 -0.078347 -0.235223 0.0 0.0 0.0 0.1252
H -6.157632 -1.245545 1.937968 0.0 0.0 0.0 0.1364
H -5.017541 -2.416684 3.724934 0.0 0.0 0.0 0.1259
H -2.914961 -3.177340 4.801503 0.0 0.0 0.0 0.1211
H -0.738803 -2.497602 3.812532 0.0 -0.1 0.1 0.1103
C 2.507009 3.868886 -2.731495 0.2 0.4 0.0 -0.0260
C 1.948607 2.545583 -2.602597 -0.2 -0.5 0.0 -0.2257
N 1.484073 1.502989 -2.473265 0.8 0.4 -0.7 0.1614
H 3.310663 3.862415 -3.466851 0.0 0.1 0.0 0.0987
H 2.896772 4.195031 -1.766970 0.0 0.0 0.0 0.0931
H 1.735273 4.570611 -3.046819 0.0 0.0 0.0 0.0959
N -3.790171 5.125374 -0.516544 -0.1 0.1 -0.2 0.1765
C -3.967402 4.779142 0.787972 0.1 -0.3 0.1 -0.5046
O -4.909123 5.129680 1.458551 0.1 0.1 0.0 0.1025
C -2.937165 3.828977 1.342451 -0.1 -0.1 0.0 -0.1017
C -2.472895 3.977222 2.643621 0.0 -0.1 -0.1 0.0345
C -1.629211 3.003454 3.142884 0.0 0.1 0.0 -0.0120
C -1.268837 1.939931 2.332503 -0.1 0.0 0.0 -0.2047
N -1.687012 1.796559 1.067661 0.1 0.8 0.8 -0.0734
C -2.525563 2.731191 0.606184 0.0 0.1 0.0 -0.0819
H -4.421615 5.818467 -0.888142 0.0 0.0 0.0 0.1209
H -2.900515 5.016844 -0.969944 0.0 0.0 0.1 0.1011
H -2.781720 4.829785 3.232984 0.0 0.0 0.0 0.1372
H -1.241859 3.058582 4.149379 0.0 0.0 0.0 0.1207
H -0.608518 1.171992 2.713070 0.0 0.0 -0.1 0.0516
H -2.902885 2.612328 -0.399305 0.1 -0.1 0.0 0.1007
C -2.119078 -0.721409 -6.123322 0.0 -0.4 -0.1 0.0133
N -1.669144 0.042493 -4.964210 0.1 0.1 0.0 -0.0249
C -1.585650 1.387376 -4.999117 0.0 0.1 0.5 -0.0003
C -1.308703 2.114156 -3.882343 0.0 0.2 -0.1 0.0255
C -1.099777 1.383950 -2.701356 -0.2 -0.4 0.0 -0.5494
O -0.986397 1.861870 -1.507142 -0.1 0.2 -0.5 -0.2482
N -1.083522 0.035406 -2.677614 0.0 0.8 -0.3 0.0541
C -1.413989 -0.691870 -3.798789 -0.1 -0.3 0.5 -0.4693
O -1.543248 -1.898438 -3.795533 0.0 0.0 -0.3 0.0867
H -2.296075 -0.048275 -6.956532 0.0 0.1 0.0 0.0997
H -3.036547 -1.253279 -5.875582 0.0 0.1 0.0 0.1060
H -1.372937 -1.464911 -6.395010 0.0 0.1 0.0 0.1050
H -1.782084 1.862514 -5.949640 0.0 -0.1 -0.1 0.1463
H -1.274884 3.191036 -3.889060 0.0 0.0 0.0 0.1255
```
Forces are in eV/Å.

2.
# C31H32N7O4PtS2Si

A structure of composition C31H32N7O4PtS2Si (wB97M-V/def2-TZVPD, OMol25).

Computed properties:
Gap between HOMO and LUMO (spin up / spin down)   5.6 / 3.8 eV
Spin multiplicity   5
LUMO (spin up / spin down)   -3.2 / -6.2 eV
Net charge   +1
⟨S²⟩   6.0280
Relative energy (zero: lowest compared OMol25 entry of this formula, charge and spin)   2.221 eV
F_max   1.46 eV/Å

Structure (XYZ):
```
78
Properties=species:S:1:pos:R:3:forces:R:3:lowdin_charge:R:1
Pt 0.172437 -1.047464 0.970332 -1.3 0.1 -0.3 0.8943
C 1.972823 -2.659995 4.855074 0.0 0.0 -0.1 0.0117
C 1.593420 -1.980645 3.579587 -0.9 -0.1 0.4 -0.2938
N 0.366998 -1.751510 3.246367 0.5 0.2 -0.4 -0.0956
O -0.557987 -2.267772 4.115794 0.1 -0.1 0.3 -0.0130
C 2.604849 -1.522710 2.648737 0.6 0.1 -0.7 -0.2708
C 4.036556 -1.331724 3.050249 -0.1 0.1 -0.1 0.0073
N 2.195166 -1.300661 1.436186 1.0 -0.4 1.0 -0.2419
O 2.861510 -0.848929 0.463745 0.0 -0.1 -0.1 0.0599
H 1.253830 -3.446704 5.073237 0.0 0.0 0.0 0.0913
H 1.953285 -1.951151 5.684958 0.0 0.0 0.0 0.1088
H 2.969394 -3.086060 4.786574 0.0 0.0 0.0 0.0835
H -1.415765 -1.961534 3.801205 0.1 0.1 -0.2 0.1054
H 4.106383 -0.717984 3.948677 0.0 0.0 0.0 0.1002
H 4.582216 -0.848116 2.243142 0.0 0.0 0.0 0.0860
H 4.507107 -2.293640 3.257203 0.0 0.0 0.0 0.0952
N 1.926398 3.906095 -4.284843 0.0 0.2 0.1 0.1269
C 1.490732 2.667242 -3.916423 -0.1 -0.2 0.1 -0.3188
C 0.212523 2.217962 -4.289170 0.1 0.0 0.0 -0.0170
C -0.215351 0.960022 -3.921855 0.0 -0.1 0.0 -0.0593
C 0.630267 0.149811 -3.179773 -0.1 -0.5 0.2 -0.3196
C 1.878917 0.588399 -2.758351 0.0 0.0 -0.1 -0.0607
C 2.312307 1.839078 -3.133300 -0.1 0.0 -0.1 -0.0294
S 0.129028 -1.465394 -2.720710 -0.1 -0.1 0.2 0.5989
O 1.310458 -2.280192 -2.535389 0.0 0.0 0.3 -0.3273
O -0.858284 -1.981937 -3.629702 0.0 0.1 0.0 -0.2957
N -0.510935 -1.313573 -1.213080 0.3 -0.3 0.3 -0.2061
C -1.802267 -1.090267 -0.940524 -0.7 0.1 -0.2 -0.5655
N -2.082134 -1.148624 0.399188 0.5 -0.1 -0.3 -0.0087
C -3.337938 -0.961725 0.787611 -0.1 0.0 0.0 -0.1389
C -4.351569 -0.722857 -0.120038 -0.1 -0.1 0.0 -0.0582
C -3.971980 -0.631673 -1.455161 0.2 0.0 0.1 -0.1080
N -2.725864 -0.800204 -1.860174 0.0 0.1 -0.2 0.1536
H 1.397707 4.455037 -4.936739 0.1 0.0 0.0 0.1009
H 2.881402 4.163083 -4.117664 0.0 0.0 -0.1 0.0993
H -0.422596 2.857240 -4.888684 0.0 0.0 0.0 0.1141
H -1.183424 0.576528 -4.215068 0.0 0.1 0.0 0.1151
H 2.492502 -0.074345 -2.163604 0.1 0.1 0.0 0.1067
H 3.294288 2.185499 -2.840613 0.0 0.0 0.1 0.1183
H -3.531128 -1.011066 1.852804 0.0 0.1 0.0 0.1209
H -5.374261 -0.588448 0.193566 0.0 0.0 0.0 0.1050
H -4.679922 -0.390988 -2.240551 -0.1 0.0 0.1 0.1185
C 3.682458 4.021622 0.120666 0.0 0.0 0.0 -0.0788
C 3.692950 2.986285 1.043157 0.1 -0.1 0.0 -0.0793
C 2.577497 2.173926 1.185281 0.0 0.1 0.0 -0.1195
C 1.450454 2.369200 0.391911 -0.4 -0.4 0.3 -0.3200
C 1.448149 3.421086 -0.523842 0.0 0.1 0.1 -0.1207
C 2.550191 4.252501 -0.648165 0.0 0.0 0.0 -0.0885
Si -0.131437 1.321463 0.471768 -0.2 1.3 -0.6 0.6917
C -1.468197 2.181973 1.502303 0.5 -0.3 0.0 -0.3208
C -2.760152 2.283452 0.983719 0.0 0.0 0.0 -0.1267
C -3.710964 3.081329 1.598503 0.0 0.0 0.0 -0.0769
C -3.380003 3.792385 2.744341 0.0 0.0 0.0 -0.0771
C -2.105022 3.687043 3.282407 0.0 0.0 0.1 -0.0789
C -1.160892 2.875027 2.674424 0.0 -0.1 0.0 -0.0994
H 4.553967 4.651224 0.001083 0.0 0.0 0.0 0.1053
H 4.575762 2.807813 1.643191 0.0 0.0 0.0 0.1033
H 2.583492 1.382545 1.925272 0.0 -0.1 0.0 0.0809
H 0.571310 3.597619 -1.135386 0.0 0.0 -0.1 0.1021
H 2.527624 5.075503 -1.351155 0.0 0.0 0.0 0.1032
H -0.681145 1.510448 -0.908173 0.0 -0.3 0.2 0.0135
H -3.009536 1.756414 0.070888 0.0 0.1 -0.1 0.0813
H -4.705675 3.162293 1.179777 0.0 0.0 0.0 0.1057
H -4.114750 4.436290 3.208233 0.0 0.0 0.0 0.1062
H -1.849354 4.246200 4.172745 0.0 0.0 0.0 0.1062
H -0.164488 2.798633 3.093265 0.0 0.1 0.0 0.1009
S 0.144793 -3.761324 0.818123 0.1 -0.1 -0.1 0.8042
C -0.858346 -4.324388 -0.454266 0.0 -0.1 0.3 -0.6764
N -0.292068 -4.651598 -1.641724 -0.2 0.5 -0.4 0.0913
C -1.008683 -5.060545 -2.695861 0.2 -0.1 -0.1 -0.0201
C -2.365418 -5.242532 -2.589269 -0.2 0.0 0.2 -0.0026
C -2.989527 -4.941041 -1.380587 0.1 -0.1 -0.2 -0.0015
C -2.235813 -4.497350 -0.311834 0.1 0.0 0.0 -0.0606
H 0.667837 -4.338520 -1.807538 0.0 0.0 0.1 0.1409
H -0.465914 -5.233386 -3.611789 0.1 0.1 0.0 0.1517
H -2.933736 -5.589744 -3.437498 0.0 0.0 -0.1 0.1257
H -4.060670 -5.053868 -1.287823 0.0 0.0 0.1 0.1265
H -2.685761 -4.266075 0.641027 0.0 0.0 0.0 0.1137
```
Forces are in eV/Å.

Q: The lowest ⟨S²⟩ belongs to which entry?
A: C31H32N10O3S2W